[1]
17 unconnected molecules or ions with the total composition C41H86N12O10 in a non-equilibrium geometry. Source: OMol25; level of theory: ωB97M-V/def2-TZVPD.

```
! wB97M-V def2-TZVPD RIJCOSX def2/J DEFGRID3
* xyz 0 1
N 13.90 -5.33 11.53
H 13.80 -4.46 11.03
H 14.83 -5.39 11.90
H 13.73 -6.08 10.88
H 13.18 -5.37 12.24
C 13.66 -2.01 6.89
N 13.92 -3.37 6.14
C 12.77 -3.49 5.13
C 15.25 -3.14 5.35
C 13.97 -4.59 7.07
C 15.30 -4.90 7.76
O 15.90 -3.77 8.37
H 13.77 -1.18 6.20
H 14.42 -1.87 7.66
H 12.70 -2.12 7.39
H 12.64 -2.69 4.40
H 11.87 -3.63 5.74
H 12.93 -4.44 4.61
H 15.48 -4.08 4.85
H 16.01 -2.73 6.01
H 15.04 -2.33 4.65
H 13.63 -5.43 6.47
H 13.29 -4.41 7.90
H 15.97 -5.37 7.04
H 15.21 -5.68 8.52
H 15.30 -3.42 9.03
C 12.59 -9.49 10.10
C 12.75 -8.02 10.40
O 11.90 -7.42 11.12
O 13.78 -7.44 9.96
H 13.28 -9.88 9.35
H 11.61 -9.58 9.63
H 12.56 -10.23 10.90
C 12.15 -1.12 10.85
C 13.60 -1.69 10.62
O 13.79 -3.02 10.19
H 12.22 -0.21 11.44
H 11.50 -1.84 11.35
H 11.59 -0.78 9.97
H 14.16 -1.51 11.54
H 14.02 -0.97 9.91
C 17.47 -5.33 12.50
O 16.23 -5.53 12.80
N 18.07 -6.13 11.61
C 19.45 -5.81 11.12
C 17.48 -7.25 10.87
H 18.20 -4.61 12.88
H 20.11 -6.67 11.01
H 19.92 -5.12 11.82
H 19.37 -5.30 10.17
H 16.78 -6.86 10.13
H 18.21 -7.89 10.38
H 16.88 -7.79 11.60
C 10.14 -1.01 14.41
O 10.10 -2.14 13.95
N 10.47 -0.77 15.69
C 10.42 0.54 16.24
C 10.70 -1.85 16.63
H 9.85 -0.17 13.77
H 9.61 0.54 16.98
H 10.18 1.37 15.58
H 11.35 0.82 16.73
H 10.68 -1.52 17.66
H 10.01 -2.67 16.47
H 11.71 -2.26 16.52
C 15.98 -0.90 14.02
O 16.64 0.15 13.93
N 14.80 -1.09 14.65
C 14.06 -2.28 14.40
C 14.20 -0.04 15.57
H 16.31 -1.80 13.47
H 13.79 -2.90 15.26
H 14.54 -2.93 13.67
H 13.10 -1.98 13.97
H 14.00 -0.31 16.61
H 14.81 0.85 15.69
H 13.22 0.25 15.18
C 6.86 -2.42 9.76
C 7.35 -1.21 10.58
O 6.85 -0.89 11.63
C 8.50 -0.47 9.94
H 6.53 -2.12 8.76
H 6.01 -2.89 10.26
H 7.75 -3.04 9.70
H 8.13 0.54 9.75
H 8.67 -0.81 8.92
H 9.39 -0.46 10.57
C 17.52 -2.24 10.88
C 18.19 -0.97 10.42
O 19.19 -1.00 9.72
C 17.49 0.36 10.70
H 16.49 -2.37 10.53
H 17.57 -2.41 11.96
H 18.00 -3.15 10.53
H 16.41 0.35 10.61
H 17.88 1.10 10.00
H 17.85 0.69 11.68
C 14.07 1.37 7.89
C 13.64 2.44 8.86
O 12.48 2.72 9.16
C 14.67 3.04 9.76
H 13.50 0.49 8.19
H 15.12 1.08 7.92
H 13.82 1.65 6.87
H 14.96 2.28 10.49
H 14.26 3.93 10.23
H 15.51 3.43 9.18
C 13.83 2.79 13.20
C 12.36 2.75 13.29
N 11.22 2.67 13.46
H 14.34 2.55 14.14
H 14.08 3.82 12.94
H 14.13 2.03 12.48
C 10.60 0.59 6.21
C 9.76 1.60 6.81
N 9.01 2.36 7.22
H 10.40 -0.41 6.60
H 11.65 0.86 6.32
H 10.28 0.50 5.17
C 19.03 0.20 5.34
C 17.57 0.25 5.51
N 16.44 0.29 5.76
H 19.43 0.04 6.34
H 19.46 1.15 5.02
H 19.35 -0.61 4.69
C 10.94 -4.78 9.68
C 10.43 -3.88 8.65
N 10.02 -3.12 7.84
H 11.10 -4.28 10.64
H 11.94 -5.07 9.39
H 10.30 -5.64 9.88
C 19.06 -3.64 7.68
C 18.65 -4.07 6.35
N 18.35 -4.36 5.31
H 18.27 -3.25 8.32
H 19.81 -2.85 7.63
H 19.49 -4.53 8.15
C 9.57 3.28 10.42
C 9.72 4.75 10.56
N 9.85 5.90 10.67
H 10.05 2.89 9.52
H 8.52 3.16 10.14
H 9.73 2.65 11.30
C 9.80 -5.31 13.79
C 11.22 -5.22 13.85
N 12.35 -5.16 13.82
H 9.44 -4.91 12.85
H 9.38 -4.69 14.59
H 9.46 -6.34 13.93
*
```

As for the total energy: -3023.1345 a.u. The HOMO energy is -8.0 eV.

---

[2]
8 unconnected molecules or ions with the total composition C41H90ClNO11PS7. Source: OMol25; level of theory: ωB97M-V/def2-TZVPD.

```
! wB97M-V def2-TZVPD RIJCOSX def2/J DEFGRID3
* xyz 1 1
C 10.77 -2.71 0.72
C 10.56 -1.24 0.40
C 9.40 -1.01 -0.56
C 9.34 0.42 -1.08
C 8.28 0.63 -2.18
C 7.16 1.56 -1.81
C 6.76 1.70 -0.52
N 5.76 2.52 -0.13
C 5.51 2.50 1.34
C 5.43 1.09 1.90
C 4.55 0.14 1.10
C 4.47 -1.27 1.70
C 4.66 -2.33 0.62
C 5.09 3.30 -1.02
C 3.97 4.19 -0.57
C 2.57 3.53 -0.67
C 1.95 3.00 0.65
C 0.48 3.40 0.79
C -0.35 2.97 -0.43
C -1.67 2.30 -0.06
C -1.54 0.77 0.15
C -2.67 -0.03 -0.50
C -3.94 -0.14 0.36
C -4.52 -1.52 0.29
O -4.99 -1.70 -1.04
C -5.48 -3.01 -1.26
C 5.48 3.22 -2.37
P 4.82 4.17 -3.84
O 4.67 5.65 -3.16
Cl 2.88 3.60 -3.73
C 6.50 2.36 -2.74
C 6.99 2.30 -4.16
O 7.83 3.05 -4.57
O 6.49 1.31 -4.91
H 10.96 -3.29 -0.19
H 11.63 -2.85 1.36
H 9.90 -3.13 1.23
H 10.37 -0.71 1.33
H 11.48 -0.83 -0.04
H 9.50 -1.70 -1.40
H 8.47 -1.27 -0.04
H 10.31 0.66 -1.51
H 9.20 1.12 -0.27
H 8.75 0.99 -3.09
H 7.83 -0.34 -2.42
H 7.25 1.13 0.26
H 6.33 3.05 1.79
H 4.60 3.03 1.56
H 6.43 0.67 2.06
H 5.00 1.19 2.90
H 4.91 0.04 0.08
H 3.55 0.56 1.05
H 3.49 -1.42 2.15
H 5.21 -1.40 2.50
H 4.79 -3.33 1.05
H 3.79 -2.35 -0.02
H 5.55 -2.12 0.02
H 4.15 4.56 0.43
H 4.00 5.05 -1.22
H 2.64 2.70 -1.36
H 1.90 4.27 -1.10
H 1.97 1.91 0.63
H 2.52 3.31 1.52
H 0.08 2.90 1.68
H 0.42 4.48 0.93
H -0.56 3.86 -1.04
H 0.22 2.31 -1.08
H -2.05 2.76 0.85
H -2.40 2.48 -0.86
H -1.58 0.57 1.22
H -0.58 0.45 -0.23
H -2.30 -1.05 -0.67
H -2.91 0.37 -1.49
H -3.72 0.11 1.40
H -4.70 0.55 0.01
H -5.33 -1.67 1.00
H -3.75 -2.28 0.49
H -4.70 -3.75 -1.08
H -6.33 -3.22 -0.61
H -5.81 -3.06 -2.30
H 5.52 5.94 -2.81
H 5.85 0.77 -4.41
C 0.48 -1.45 -3.08
S 0.79 -2.95 -2.15
O 1.94 -2.66 -1.24
C 1.45 -3.91 -3.51
H 0.10 -0.71 -2.39
H 1.41 -1.11 -3.53
H -0.27 -1.65 -3.85
H 2.32 -3.40 -3.93
H 0.68 -4.05 -4.26
H 1.75 -4.88 -3.11
C -10.07 -6.17 -2.13
S -8.50 -5.36 -2.39
O -8.21 -4.59 -1.15
C -9.07 -4.18 -3.61
H -9.94 -6.92 -1.36
H -10.81 -5.43 -1.81
H -10.40 -6.65 -3.06
H -9.87 -3.58 -3.18
H -9.41 -4.71 -4.49
H -8.23 -3.54 -3.87
C -0.68 4.08 -5.39
S -0.71 3.71 -3.64
O -0.48 2.24 -3.51
C -2.47 3.98 -3.40
H 0.33 3.92 -5.75
H -1.37 3.42 -5.92
H -0.96 5.13 -5.55
H -3.03 3.31 -4.06
H -2.71 5.02 -3.60
H -2.69 3.74 -2.36
C -12.05 -5.36 2.11
S -11.01 -6.53 1.22
O -11.91 -7.53 0.60
C -10.29 -7.29 2.68
H -12.63 -4.81 1.37
H -12.72 -5.91 2.77
H -11.42 -4.68 2.68
H -11.09 -7.70 3.30
H -9.72 -6.55 3.23
H -9.64 -8.09 2.34
C -5.93 0.13 5.50
S -5.44 -1.19 4.40
O -4.36 -0.66 3.51
C -6.96 -1.18 3.44
H -5.10 0.33 6.18
H -6.15 1.03 4.91
H -6.81 -0.19 6.05
H -7.12 -0.20 3.01
H -7.78 -1.45 4.11
H -6.86 -1.93 2.65
C -10.20 -0.41 8.83
S -9.57 -1.79 7.86
O -8.49 -1.24 7.00
C -11.01 -1.97 6.82
H -9.41 -0.11 9.52
H -10.44 0.42 8.16
H -11.08 -0.73 9.39
H -11.20 -1.03 6.29
H -11.87 -2.25 7.43
H -10.80 -2.76 6.10
C 8.94 5.87 -0.23
S 9.30 4.65 -1.50
O 9.69 3.40 -0.79
C 10.81 5.40 -2.09
H 8.04 5.55 0.29
H 9.77 5.92 0.47
H 8.77 6.84 -0.70
H 11.51 5.48 -1.26
H 10.59 6.38 -2.51
H 11.22 4.75 -2.86
*
```

As for the total energy: -6087.0697 a.u. The HOMO energy is -9.7 eV.

---

[3]
A molecular structure, C41H90CuN4O21 in a non-equilibrium geometry. Source: OMol25; level of theory: ωB97M-V/def2-TZVPD.

```
! wB97M-V def2-TZVPD RIJCOSX def2/J DEFGRID3
* xyz 0 2
Cu -13.93 -5.77 -14.16
C -15.80 -10.99 -16.68
C -15.37 -12.28 -16.59
C -14.21 -12.61 -15.61
O -13.89 -13.85 -15.31
C -13.61 -11.66 -14.87
C -14.01 -10.30 -14.91
C -15.20 -9.89 -15.91
O -15.25 -8.66 -15.99
O -13.56 -9.40 -14.19
O -15.98 -13.18 -17.32
H -16.55 -10.66 -17.39
H -12.82 -11.99 -14.21
C -18.15 -14.33 -12.51
C -19.11 -15.26 -11.86
O -18.60 -16.18 -10.92
C -18.21 -17.36 -11.24
O -18.12 -17.79 -12.34
O -17.64 -18.02 -10.18
C -17.23 -19.39 -10.26
H -17.59 -13.78 -11.75
H -18.60 -13.70 -13.27
H -17.32 -14.74 -13.10
H -19.79 -15.80 -12.52
H -19.76 -14.69 -11.19
H -16.70 -19.48 -11.21
H -18.21 -19.86 -10.32
H -16.56 -19.83 -9.52
C -14.16 -12.48 -8.58
C -13.81 -13.89 -9.02
O -12.60 -14.39 -8.40
C -12.28 -15.74 -8.47
O -12.89 -16.62 -9.16
O -11.14 -15.94 -7.67
C -10.32 -17.13 -7.84
H -14.29 -12.52 -7.50
H -15.15 -12.21 -8.95
H -13.42 -11.72 -8.79
H -13.61 -13.88 -10.09
H -14.56 -14.64 -8.78
H -9.77 -17.45 -6.96
H -9.59 -17.01 -8.64
H -10.88 -17.99 -8.20
C 1.17 -9.57 -8.91
O -0.05 -10.26 -9.24
C -0.87 -10.24 -8.02
C -2.37 -10.09 -8.39
N -2.60 -8.99 -9.33
C -4.00 -8.62 -9.16
C -5.05 -9.42 -9.97
O -6.33 -9.02 -9.50
C -7.38 -9.86 -9.95
H 1.80 -10.33 -8.45
H 1.21 -8.69 -8.27
H 1.71 -9.41 -9.84
H -0.51 -9.56 -7.25
H -0.81 -11.28 -7.70
H -2.88 -9.97 -7.43
H -2.81 -10.98 -8.83
H -2.45 -9.44 -10.22
H -4.08 -7.55 -9.39
H -4.26 -8.65 -8.11
H -4.93 -10.50 -9.88
H -4.99 -9.09 -11.01
H -7.41 -9.93 -11.04
H -8.33 -9.40 -9.71
H -7.44 -10.85 -9.50
C -25.68 -7.21 -18.26
O -24.39 -7.62 -17.69
C -24.09 -7.19 -16.31
C -22.56 -7.11 -16.06
N -21.98 -5.88 -16.74
C -20.63 -5.59 -16.80
C -20.30 -4.55 -15.79
O -20.51 -3.31 -16.39
C -20.85 -2.27 -15.45
H -25.81 -6.13 -18.33
H -26.54 -7.51 -17.67
H -25.59 -7.75 -19.20
H -24.38 -7.92 -15.56
H -24.67 -6.30 -16.08
H -21.97 -7.92 -16.49
H -22.36 -7.10 -14.99
H -22.51 -5.61 -17.56
H -20.30 -5.32 -17.80
H -20.16 -6.55 -16.57
H -19.22 -4.57 -15.65
H -20.89 -4.80 -14.91
H -21.79 -2.50 -14.94
H -21.02 -1.34 -16.00
H -19.98 -2.18 -14.81
C -18.04 -11.38 -27.57
O -18.23 -11.65 -26.15
C -17.02 -11.90 -25.42
C -17.11 -11.86 -23.91
N -15.88 -11.94 -23.17
C -15.23 -10.61 -22.94
C -14.67 -9.96 -24.26
O -14.12 -8.72 -23.98
C -12.79 -8.63 -23.49
H -17.69 -10.35 -27.65
H -18.95 -11.40 -28.18
H -17.31 -12.09 -27.95
H -16.15 -11.38 -25.82
H -16.86 -12.95 -25.69
H -17.74 -12.71 -23.63
H -17.65 -10.99 -23.55
H -16.07 -12.31 -22.25
H -14.39 -10.70 -22.25
H -15.98 -9.91 -22.59
H -15.45 -9.68 -24.97
H -14.04 -10.66 -24.81
H -12.01 -8.99 -24.16
H -12.67 -9.04 -22.48
H -12.80 -7.54 -23.40
C -13.66 -4.67 -17.55
O -13.05 -4.46 -16.25
C -11.75 -4.04 -16.39
C -10.96 -4.09 -15.13
N -10.89 -5.45 -14.65
C -10.04 -5.52 -13.42
C -10.60 -4.83 -12.15
O -11.94 -5.18 -12.03
C -12.41 -4.88 -10.74
H -13.71 -3.75 -18.14
H -14.68 -5.04 -17.52
H -13.12 -5.40 -18.15
H -11.72 -3.02 -16.76
H -11.35 -4.65 -17.20
H -11.40 -3.33 -14.48
H -9.96 -3.72 -15.37
H -10.57 -6.06 -15.39
H -9.05 -5.16 -13.70
H -10.09 -6.58 -13.15
H -10.30 -3.78 -12.13
H -10.06 -5.17 -11.26
H -12.19 -3.83 -10.53
H -11.90 -5.30 -9.87
H -13.44 -5.20 -10.61
C -18.88 -17.28 -21.39
O -18.45 -18.19 -20.40
H -19.87 -17.44 -21.82
H -18.82 -16.34 -20.85
H -18.15 -17.20 -22.20
H -18.26 -19.03 -20.84
C -17.04 -7.68 -11.55
O -16.75 -6.46 -12.14
H -16.06 -8.13 -11.38
H -17.56 -7.52 -10.61
H -17.61 -8.25 -12.28
H -17.31 -5.74 -11.83
C -9.37 -15.70 -12.50
O -9.41 -15.18 -13.80
H -8.42 -15.42 -12.05
H -10.20 -15.31 -11.92
H -9.55 -16.77 -12.57
H -10.34 -14.98 -13.90
*
```

As for the total energy: -5055.0810 a.u. The HOMO energy (alpha / beta) is -7.4 / -6.7 eV.